Entry 1:
Computed, not measured: a single C4H5NOS molecule, with the ωB97M-V functional and the def2-TZVPD basis.

```
12
C4H5NOS | OMol25 | the ωB97M-V functional and the def2-TZVPD basis
C 2.1887 -0.1163 0.4037
C 0.8132 -0.1737 -0.1452
N 0.0703 0.8088 -0.7575
C -1.3292 0.6785 -0.4801
S -2.6447 1.7125 -0.1556
C -1.4172 -0.8264 0.1308
O -0.0095 -1.2397 0.1786
H 2.6549 -0.9379 1.2909
H 2.9382 0.7247 -0.2750
H 0.5003 1.6238 -0.8512
H -1.6741 -0.8074 1.1802
H -2.0909 -1.4469 -0.5196
```

Results
HOMO energy, Ha: -0.3072
HOMO-LUMO gap, hartree: 0.291
LUMO energy, eV: -0.4
SMILES string: C=C1NC(=S)CO1
DFT total energy, eV: -18597.9967
2S+1: 1
Energy relative to the best compared isomer or geometry (same formula, charge and spin), kJ/mol: 378.44

=====

Entry 2:
Computed, not measured: a single C4H5NOS molecule, with the ωB97M-V functional and the def2-TZVPD basis.

```
12
C4H5NOS | OMol25 | the ωB97M-V functional and the def2-TZVPD basis
C 0.2836 -1.5774 -0.5840
N 0.5067 -1.7764 0.7040
S 0.6037 -0.4360 1.7281
C -0.0362 1.2604 0.9546
C -0.7170 0.6120 -0.1518
O -0.4661 0.8212 -1.6719
C 0.2261 -0.0876 -0.9950
H 0.0688 -2.4964 -1.2406
H 0.7322 1.8379 0.6437
H -0.8884 1.6942 1.4620
H -1.6548 0.0321 0.0940
H 1.3415 0.1159 -0.9430
```

Results
HOMO energy, Ha: -0.3285
HOMO-LUMO gap, hartree: 0.359
LUMO energy, eV: 0.8
SMILES string: C1=NSC[C@H]2O[C@H]12
DFT total energy, eV: -18597.1401
2S+1: 1
Energy relative to the best compared isomer or geometry (same formula, charge and spin), kJ/mol: 461.08

=====

Entry 3:
Computed, not measured: a molecular structure, C4H5NOS, with the ωB97M-V functional and the def2-TZVPD basis.

```
12
C4H5NOS | OMol25 | the ωB97M-V functional and the def2-TZVPD basis
C 0.6204 0.9777 0.0204
C 0.5994 -0.0143 -1.0970
C -0.2725 -1.0860 -1.2395
C -1.3832 -1.2662 -0.1209
H 0.2169 1.1473 3.1553
H 0.7906 2.0461 -0.5919
H 1.3669 0.4039 -1.8805
H -0.4855 -1.9372 -1.9959
H -1.2060 -2.4792 0.5933
N 0.6319 0.6286 1.1694
O -2.2433 -0.2857 -0.0382
S 1.3645 1.8652 2.0255
```

Results
HOMO energy, Ha: -0.3278
HOMO-LUMO gap, hartree: 0.315
LUMO energy, eV: -0.4
DFT total energy, eV: -18594.7363
2S+1: 1
Energy relative to the best compared isomer or geometry (same formula, charge and spin), kJ/mol: 693.02

=====

Entry 4:
Computed, not measured: a single C4H5NOS molecule, with the ωB97M-V functional and the def2-TZVPD basis.

```
12
C4H5NOS | OMol25 | the ωB97M-V functional and the def2-TZVPD basis
C 2.6438 -0.7507 0.1908
C 1.4903 -0.4861 -0.0022
C 0.1911 -0.1055 -0.4182
C -0.1992 -0.3749 -1.8819
O -1.5065 0.0105 -2.1650
N -0.7510 0.3831 0.2630
S -0.5972 0.6157 1.9549
H 3.6323 -1.0523 0.4361
H 0.5152 0.3146 -2.3429
H 0.0015 -1.3963 -2.2041
H -1.7997 0.4457 -1.3260
H -0.2418 -0.6255 2.3068
```

Results
HOMO energy, Ha: -0.3345
HOMO-LUMO gap, hartree: 0.335
LUMO energy, eV: 0.0
SMILES string: C#C/C(CO)=N\S
DFT total energy, eV: -18598.6185
2S+1: 1
Energy relative to the best compared isomer or geometry (same formula, charge and spin), kJ/mol: 318.44

=====

Entry 5:
Computed, not measured: a molecular structure, C4H5NOS, with the ωB97M-V functional and the def2-TZVPD basis.

```
12
C4H5NOS | OMol25 | the ωB97M-V functional and the def2-TZVPD basis
C -2.2564 -1.8753 0.2476
C -1.4378 -1.1253 0.9485
C -0.3657 -0.2918 0.3618
C 0.9036 0.4694 -1.3915
H -2.1793 -2.0205 -0.8331
H -2.9454 -2.4638 0.7793
H -1.5995 -0.9973 1.9879
H 1.6509 -0.0985 -1.8523
H 0.4861 1.1168 -2.1038
N 0.3161 0.5349 1.0836
O -0.1949 -0.3749 -0.9484
S 1.4295 1.2910 0.0641
```

Results
HOMO energy, Ha: -0.2969
HOMO-LUMO gap, hartree: 0.325
LUMO energy, eV: 0.8
DFT total energy, eV: -18600.2650
2S+1: 1
Energy relative to the best compared isomer or geometry (same formula, charge and spin), kJ/mol: 159.58

=====

Entry 6:
Computed, not measured: a molecular structure, C4H5NOS, with the ωB97M-V functional and the def2-TZVPD basis.

```
12
C4H5NOS | OMol25 | the ωB97M-V functional and the def2-TZVPD basis
C -1.4400 -1.7120 0.3264
C -2.3909 -0.8499 -0.0023
C -0.0833 -0.0154 0.0636
C 1.5748 1.0783 0.1699
N -0.0469 -1.1774 0.4673
O -2.0695 1.9488 0.2933
S -1.7063 0.7783 -0.5665
H -1.3985 -2.7923 0.5406
H -3.4027 -1.2698 -0.3263
H 1.6899 1.3943 1.1931
H 1.2555 1.9224 -0.4806
H 2.2333 0.4436 -0.3088
```

Results
HOMO energy (alpha / beta), Ha: -0.2230 / -0.3610
HOMO-LUMO gap (alpha / beta), hartree: 0.248 / 0.240
LUMO energy (alpha / beta), eV: 0.7 / -3.3
DFT total energy, eV: -18594.3575
2S+1: 3
Energy relative to the best compared isomer or geometry (same formula, charge and spin), kJ/mol: 424.87
⟨S²⟩: 2.015

=====

Entry 7:
Computed, not measured: 2 unconnected molecules or ions with the total composition C4H5NOS, with the ωB97M-V functional and the def2-TZVPD basis.

```
12
C4H5NOS | OMol25 | the ωB97M-V functional and the def2-TZVPD basis
C 2.3063 -0.4272 -0.0323
C -0.8350 0.7647 1.1254
C -0.0309 -0.5129 -0.8345
C 1.3033 0.0991 -0.6205
N -0.9935 0.0815 0.0799
O 3.0981 -1.0514 0.5729
S -3.8351 -0.4784 -0.0753
H 0.1316 0.9910 1.5728
H -1.7567 1.1266 1.6267
H -0.6068 -0.1915 -1.7182
H 0.0270 -1.5525 -0.6856
H 1.1917 1.1511 -1.0112
```

Results
HOMO energy (alpha / beta), Ha: -0.3321 / -0.3281
HOMO-LUMO gap (alpha / beta), hartree: 0.350 / 0.263
LUMO energy (alpha / beta), eV: 0.5 / -1.8
DFT total energy, eV: -18596.8046
2S+1: 3
Energy relative to the best compared isomer or geometry (same formula, charge and spin), kJ/mol: 188.75
⟨S²⟩: 2.004

=====

Entry 8:
Computed, not measured: a single C4H5NOS2 molecule, with the ωB97M-V functional and the def2-TZVPD basis.

```
13
C4H5NOS2 | OMol25 | the ωB97M-V functional and the def2-TZVPD basis
O -1.3005 2.0222 0.9249
N -0.4906 0.8272 0.9371
C -1.1203 -0.3362 1.5233
C -0.3196 -1.4424 1.3089
C 0.7549 -0.9772 0.3639
S -0.0557 -1.7203 -1.2536
C 0.5760 0.5016 0.1259
S 1.0796 1.4759 -1.0957
H -0.8706 2.6077 0.1272
H -2.0991 -0.3357 2.1688
H -0.4799 -2.3427 1.8422
H 1.6860 -1.4091 0.6373
H -0.1262 -3.0521 -1.0768
```

Results
HOMO energy, Ha: -0.3016
HOMO-LUMO gap, hartree: 0.291
LUMO energy, eV: -0.3
SMILES string: ON1C=C[C@@H](S)C1=S
DFT total energy, eV: -29433.4776
2S+1: 1
Energy relative to the best compared isomer or geometry (same formula, charge and spin), kJ/mol: 348.94